w) ORCA calculation (wB97M-V/def2-TZVPD) on 2 unconnected molecules or ions with the total composition C3H13N3O.

Geometry (Å):
C -0.835 0.244 -1.458
N -1.007 1.451 -0.660
N 0.059 0.485 -2.576
N -2.108 -0.287 -1.897
H -0.365 -0.518 -0.828
H -0.404 1.063 -3.274
H -2.639 -0.638 -1.106
H -0.102 1.773 -0.335
H -1.394 2.188 -1.242
H 0.301 -0.391 -3.023
H -2.657 0.434 -2.352
C 1.391 -0.959 1.494
C 1.594 -0.303 2.855
O 0.060 -1.372 1.288
H -0.520 -0.613 1.428
H 1.702 -0.267 0.697
H 1.991 -1.867 1.416
H 1.294 -0.985 3.647
H 0.997 0.604 2.932
H 2.641 -0.042 2.992

Properties
Total charge = 0
Lowest unoccupied orbital energy = 0.0360 hartree
HOMO level = -9.21 eV

x) ORCA calculation (wB97M-V/def2-TZVPD) on 3 unconnected molecules or ions with the total composition C3H13N3O.

Geometry (Å):
C -0.916 -0.439 1.125
C -1.132 0.830 -1.938
N -0.193 -1.376 0.649
N -0.345 0.765 1.427
N -2.272 -0.519 1.367
H -0.778 1.306 2.156
H -2.782 0.344 1.456
H -0.702 -2.215 0.394
H -0.719 -0.145 -1.715
H 0.668 0.748 1.434
H -2.772 -1.262 0.906
H -2.169 0.870 -1.642
H -0.576 1.581 -1.396
H -1.053 1.023 -3.005
C 2.857 -0.120 -0.447
O 2.320 -0.319 0.833
H 1.529 -0.902 0.747
H 3.200 -1.061 -0.891
H 3.710 0.550 -0.341
H 2.125 0.340 -1.122

Properties
Total charge = 0
Lowest unoccupied orbital energy = 0.0272 hartree
HOMO level = -9.35 eV

Q: Which of them is the least stable? A: w).

w) ORCA calculation (wB97M-V/def2-TZVPD) on C2H4ClNO2 in the gas phase.

Geometry (Å):
C -2.012 -1.541 0.512
C 0.392 0.581 -0.019
N -1.688 -0.228 0.711
O -2.237 -2.234 1.467
O -1.037 0.500 -0.255
Cl -2.112 0.568 2.197
H -1.902 -1.772 -0.522
H 0.791 1.434 -0.404
H 0.824 -0.452 -0.230
H 0.519 0.698 1.007

Properties
Total charge = 0
Lowest unoccupied orbital energy = 0.0163 hartree
HOMO level = -9.68 eV

x) ORCA calculation (wB97M-V/def2-TZVPD) on 2 unconnected molecules or ions with the total composition C2H4ClNO2.

Geometry (Å):
C -0.045 -0.895 -0.360
C -1.314 -0.287 0.111
N 1.328 0.573 -0.796
O 0.412 -1.963 -0.380
O 0.882 1.681 -0.126
Cl 2.794 -0.018 0.013
H -1.678 -0.929 1.047
H -1.077 0.705 0.427
H -1.972 -0.343 -0.753
H 0.672 1.477 0.818

Properties
Total charge = 0
Lowest unoccupied orbital energy (spin up / spin down) = 0.0045 / 0.0045 hartree
HOMO level (spin up / spin down) = -8.71 / -8.72 eV

y) ORCA calculation (wB97M-V/def2-TZVPD) on C2H4ClNO2 in the gas phase.

Geometry (Å):
C 0.259 0.063 0.497
C 0.492 0.044 -0.984
N 1.186 -1.221 -1.417
O 1.183 -1.393 -2.633
O 1.629 -2.005 -0.612
Cl 1.657 1.279 -1.516
H 1.141 -0.336 1.100
H -0.528 -0.617 0.492
H 0.004 0.987 1.096
H -0.395 0.139 -1.662

Properties
Total charge = 0
Lowest unoccupied orbital energy = -0.0073 hartree
HOMO level = -11.27 eV

Q: Which of them is the least stable? A: x).

w) ORCA calculation (wB97M-V/def2-TZVPD) on C4H7N3O in the gas phase.

Geometry (Å):
C 0.730 0.189 0.853
C -0.504 -0.685 0.747
C -0.999 -1.284 -0.527
C -2.044 0.913 -0.253
H 3.144 0.433 -1.237
H 2.761 1.379 0.169
H 0.990 0.583 1.817
H -0.579 -1.234 1.701
H -1.360 -2.331 -0.795
H -0.526 -0.690 -1.439
H -2.747 0.746 -1.215
N 2.941 0.426 -0.161
N 1.623 -0.029 -0.122
N -2.013 -0.283 0.403
O -1.416 1.867 0.061

Properties
Total charge = 0
Lowest unoccupied orbital energy = 0.0362 hartree
HOMO level = -9.19 eV

x) ORCA calculation (wB97M-V/def2-TZVPD) on a molecular structure, C4H7N3O.

Geometry (Å):
C 1.174 -1.204 -0.013
N -0.858 -0.129 1.842
N 0.446 0.541 1.595
C -1.860 0.675 -0.332
C -0.570 0.535 -0.654
C 0.288 -0.059 0.365
N -0.119 0.940 -1.934
O -3.017 0.750 -0.259
H -1.482 0.658 2.046
H 1.165 0.092 2.158
H -0.057 0.211 -2.630
H 0.702 1.528 -1.926
H 0.767 -2.105 0.456
H 1.230 -1.364 -1.088
H 2.189 -1.068 0.374

Properties
Total charge = 0
Lowest unoccupied orbital energy = 0.0250 hartree
HOMO level = -8.48 eV

Q: Which of them is the least stable? A: w).

w) ORCA calculation (wB97M-V/def2-TZVPD) on C4H7N3O in the gas phase.

Geometry (Å):
C 0.806 0.677 -0.377
C -1.530 1.112 0.225
C -0.548 -1.364 -0.265
C -0.413 0.051 0.265
N 3.399 -0.143 -0.110
N 2.691 -0.857 0.599
N 2.093 -0.545 -0.643
O 0.992 1.791 -0.758
H -1.690 1.639 -0.712
H -1.504 1.769 1.018
H -2.448 0.758 0.543
H 0.198 -1.912 0.158
H -0.469 -1.328 -1.331
H -1.463 -1.738 0.027
H -0.113 0.091 1.361

Properties
Total charge = 0
Lowest unoccupied orbital energy = 0.0069 hartree
HOMO level = -9.11 eV

x) ORCA calculation (wB97M-V/def2-TZVPD) on C4H7N3O in the gas phase.

Geometry (Å):
C 0.109 0.046 -1.259
C 0.908 1.130 0.834
C 1.413 0.761 2.087
C -1.789 -0.974 0.845
H -0.572 -1.982 -1.132
H -0.735 -1.151 -2.628
H 1.010 2.051 0.146
H 2.279 1.300 2.543
H 1.179 -0.338 2.708
H -2.110 -1.703 1.596
H -2.570 -0.457 0.094
N -0.619 -1.096 -1.652
N -0.029 0.361 0.214
N -0.530 -0.681 1.055
O 0.739 0.801 -1.961

Properties
Total charge = 0
Lowest unoccupied orbital energy = 0.0256 hartree
HOMO level = -8.19 eV

Q: Which of them is the least stable? A: w).